2 unconnected molecules or ions with the total composition C20H33ClF2NO2Si. Source: OMol25; level of theory: ωB97M-V with the def2-TZVPD basis set.

Each line ends with the Mulliken spin population.
Cartesian coordinates (Å):
C: -2.246099 3.681979 0.197837  -0.01
C: -1.966660 2.399339 -0.595851  -0.02
C: -2.119392 1.219796 0.384360  0.05
C: -0.541302 2.482503 -1.184668  0.05
C: -0.220944 1.655445 -2.448223  -0.03
Cl: 0.919646 2.668306 -3.434001  0.00
C: 0.589914 0.361145 -2.146627  0.00
F: -0.299864 -0.560834 -1.629098  0.00
F: 0.987709 -0.180840 -3.350919  0.00
C: 1.817660 0.478449 -1.249441  0.00
C: 1.589658 0.175018 0.248760  0.00
Si: 2.052935 -1.571841 0.770678  0.00
C: 3.896844 -1.852057 0.589591  0.00
C: 1.121869 -2.884764 -0.180417  0.00
C: 1.601268 -1.724261 2.594237  0.00
C: 0.634170 -2.613947 3.076173  0.00
C: 0.339495 -2.693453 4.433532  0.00
C: 1.009887 -1.881808 5.340763  0.00
C: 1.975483 -0.988265 4.887374  0.00
C: 2.263018 -0.914238 3.529434  0.00
C: -1.433100 1.345341 -3.362543  0.04
C: -2.846485 1.282438 -2.745360  -0.02
C: -3.873924 1.607822 -3.839902  -0.01
C: -3.228787 -0.109091 -2.217290  0.02
N: -2.959892 2.348565 -1.707423  0.40
O: -3.203354 3.504163 -2.205643  0.55
H: -3.316889 3.779314 0.381107  0.00
H: -1.936759 4.569309 -0.353031  0.00
H: -1.715169 3.653341 1.149021  0.00
H: -1.683140 1.508744 1.343401  0.00
H: -3.177203 1.014557 0.562010  -0.03
H: -1.626465 0.314171 0.054990  0.01
H: -0.348138 3.526382 -1.429945  0.00
H: 0.152479 2.226246 -0.383711  -0.01
H: 2.557501 -0.204149 -1.677881  0.00
H: 2.220458 1.483031 -1.393404  0.00
H: 0.550794 0.351396 0.528150  0.00
H: 2.186433 0.878467 0.838602  0.00
H: 4.438927 -0.905027 0.652365  0.00
H: 4.197313 -2.503930 1.410479  0.00
H: 4.132160 -2.309240 -0.373143  0.00
H: 1.293967 -3.857483 0.289148  0.00
H: 1.460461 -2.961710 -1.217067  0.00
H: 0.042870 -2.713084 -0.204725  0.00
H: 0.111087 -3.253966 2.374567  0.00
H: -0.412425 -3.392197 4.779861  0.00
H: 0.779542 -1.943972 6.396730  0.00
H: 2.506544 -0.348309 5.581288  0.00
H: 3.025438 -0.220487 3.187774  0.00
H: -1.242093 0.409005 -3.890175  0.00
H: -1.449736 2.129733 -4.117791  0.01
H: -4.058901 0.705266 -4.427233  0.00
H: -3.530722 2.392592 -4.509143  0.00
H: -4.815362 1.908999 -3.381402  0.00
H: -3.131789 -0.820638 -3.040452  0.00
H: -4.267618 -0.108222 -1.882730  -0.01
H: -2.605882 -0.475135 -1.420696  0.00
O: 4.536007 -4.020833 3.088537  0.00
H: 5.324642 -4.328795 3.544601  0.00
H: 3.941913 -3.718288 3.784562  0.00

Atoms 1-6, force components in eV/Å:
C 0.0 0.1 -0.2
C -0.1 -0.2 0.4
C -0.2 0.2 -0.1
C -0.1 0.1 0.0
C 0.0 -0.3 0.1
Cl 0.1 0.0 0.0

Summary:
HOMO-LUMO gap (alpha / beta), eV: 8.899 / 9.818
HOMO (alpha / beta), Ha: -0.307 / -0.345
Multiplicity: 2
Expectation value of S²: 0.754

***

A single C20H33ClN2O4 molecule. Source: OMol25; level of theory: ωB97M-V with the def2-TZVPD basis set.

Each line ends with the Löwdin charge.
Cartesian coordinates (Å):
C: -1.003313 2.647686 3.800425  -0.03
N: -0.931674 1.548811 2.843213  -0.07
C: -1.144965 1.891131 1.444905  -0.10
C: -0.290891 3.031556 0.892764  -0.44
O: -0.791318 4.255742 1.356446  0.02
C: 1.233250 2.749281 0.996268  -0.02
N: 1.155221 2.253742 -0.369860  -0.03
C: 2.128652 1.760311 -1.177772  -0.46
O: 3.269756 1.602402 -0.786836  0.08
C: 1.638709 1.331245 -2.543887  -0.06
C: 0.922825 -0.012225 -2.443349  -0.24
C: 1.754768 -1.296672 -2.241987  -0.06
C: 0.777430 -2.034045 -3.166749  -0.30
O: -0.178813 -2.711612 -2.366091  -0.02
C: 0.298852 -0.654474 -3.715972  -0.46
C: -1.193637 -0.455158 -3.889746  -0.03
C: 1.055851 -0.312323 -4.991500  -0.04
C: -0.146905 2.848509 -0.642901  -0.05
C: -0.096667 0.514100 3.205704  -0.48
O: 0.611824 0.609002 4.186290  0.08
C: -0.223366 -0.860810 2.495363  -0.63
Cl: 1.117578 -0.867210 1.263611  0.79
C: -1.569776 -1.203110 1.852391  -0.18
C: -1.611815 -2.623607 1.287805  -0.20
C: -1.271163 -3.663125 2.347413  -0.20
C: 0.081995 -3.351604 2.974475  -0.21
C: 0.123394 -1.935022 3.535267  -0.20
H: -1.136113 2.236468 4.797574  0.09
H: -0.101061 3.262418 3.800977  0.10
H: -1.849871 3.277005 3.535289  0.09
H: -0.898439 1.028888 0.836658  0.09
H: -2.194805 2.152132 1.276579  0.15
H: -0.203208 4.964579 1.073379  0.11
H: 1.829688 3.665342 1.082862  0.14
H: 1.571733 2.025969 1.737875  0.11
H: 0.957950 2.082264 -2.957433  0.12
H: 2.507605 1.263303 -3.197151  0.12
H: 0.155096 0.040373 -1.665929  0.13
H: 2.756315 -1.214605 -2.666247  0.12
H: 1.831197 -1.705825 -1.237644  0.07
H: 1.207790 -2.709457 -3.913502  0.15
H: -0.859002 -3.076412 -2.941517  0.09
H: -1.581354 -1.039210 -4.729659  0.09
H: -1.735167 -0.743222 -2.987783  0.08
H: -1.413270 0.595636 -4.098400  0.09
H: 0.697867 -0.930350 -5.818317  0.09
H: 0.911888 0.733750 -5.270574  0.09
H: 2.128471 -0.485868 -4.887518  0.09
H: -0.879327 2.203741 -1.134199  0.12
H: -0.083617 3.805553 -1.173423  0.13
H: -2.320238 -1.097127 2.643855  0.14
H: -1.846864 -0.510453 1.065173  0.09
H: -2.608482 -2.802713 0.878355  0.11
H: -0.907656 -2.698561 0.453670  0.09
H: -2.042679 -3.656805 3.126006  0.11
H: -1.269623 -4.663191 1.909535  0.11
H: 0.303474 -4.053210 3.781186  0.11
H: 0.869179 -3.471794 2.225940  0.10
H: 1.095172 -1.704040 3.964246  0.11
H: -0.608450 -1.837102 4.344444  0.13

Atoms 1-6, force components in eV/Å:
C 0.0 0.0 0.0
N 0.3 0.1 -0.3
C 0.0 0.1 0.0
C 0.0 -0.1 0.0
O 0.0 0.0 0.0
C 0.0 0.1 0.0

Summary:
Energy relative to the best compared isomer or geometry (same formula, charge and spin), eV: 0.199
HOMO-LUMO gap, eV: 9.716
HOMO, Ha: -0.340
Multiplicity: 1
SMILES: CN(CC1(O)CN(C(=O)C[C@@H]2C[C@@H](O)C2(C)C)C1)C(=O)C1(Cl)CCCCC1

***

A single C20H33ClN2O4 molecule. Source: OMol25; level of theory: ωB97M-V with the def2-TZVPD basis set.

Each line ends with the Löwdin charge.
Cartesian coordinates (Å):
C: -2.993445 -3.149005 -2.341214  -0.03
N: -2.175687 -2.428711 -1.362928  -0.05
C: -1.018892 -1.741824 -1.906019  -0.09
C: -1.321565 -0.505356 -2.748195  -0.43
O: -1.878520 -0.927629 -3.964542  0.02
C: -2.037403 0.627485 -1.972762  -0.01
N: -0.722028 1.228712 -1.777590  -0.02
C: -0.435261 2.464963 -1.287376  -0.46
O: -1.291910 3.163987 -0.780958  0.08
C: 1.033120 2.826717 -1.299018  -0.06
C: 1.741671 2.028582 -0.212259  -0.24
C: 1.315948 2.242112 1.255109  -0.05
C: 2.782668 2.069094 1.668554  -0.30
O: 2.983176 0.723255 2.075228  -0.02
C: 3.205034 2.366402 0.196145  -0.46
C: 4.283785 1.489755 -0.408793  -0.03
C: 3.546716 3.841875 0.040410  -0.04
C: -0.074140 0.416480 -2.806118  -0.04
C: -2.847045 -2.119314 -0.201564  -0.48
O: -4.033159 -2.373973 -0.116644  0.05
C: -2.135074 -1.667455 1.109090  -0.64
Cl: -3.009048 -0.162501 1.624711  0.74
C: -0.636492 -1.355698 1.130100  -0.21
C: -0.096111 -1.115582 2.539987  -0.21
C: -0.388777 -2.290859 3.462033  -0.20
C: -1.889330 -2.548614 3.508405  -0.20
C: -2.451742 -2.790345 2.113865  -0.19
H: -3.477233 -3.991140 -1.852532  0.09
H: -3.768644 -2.517716 -2.775157  0.10
H: -2.340684 -3.500060 -3.137237  0.09
H: -0.344752 -1.448051 -1.114994  0.09
H: -0.480344 -2.443492 -2.548024  0.14
H: -2.186518 -0.158964 -4.456430  0.11
H: -2.683129 1.234401 -2.617825  0.14
H: -2.579585 0.380701 -1.061193  0.09
H: 1.481940 2.616575 -2.274831  0.12
H: 1.098187 3.897092 -1.110591  0.12
H: 1.688143 0.962387 -0.452382  0.14
H: 0.948525 3.252895 1.432689  0.13
H: 0.617022 1.530298 1.689174  0.10
H: 3.175916 2.760800 2.420463  0.15
H: 3.925570 0.579531 2.208613  0.10
H: 5.263200 1.700322 0.030289  0.09
H: 4.060151 0.432115 -0.264600  0.08
H: 4.363829 1.675153 -1.483014  0.09
H: 4.501647 4.057141 0.525306  0.09
H: 3.636724 4.118246 -1.012390  0.09
H: 2.792823 4.488414 0.493253  0.09
H: 0.886993 -0.026771 -2.536420  0.12
H: 0.013297 0.930898 -3.769297  0.13
H: -0.109878 -2.216454 0.703103  0.13
H: -0.428117 -0.477014 0.516941  0.09
H: 0.975251 -0.917254 2.474646  0.10
H: -0.555518 -0.212959 2.952149  0.10
H: 0.125116 -3.186009 3.092205  0.12
H: 0.000508 -2.093352 4.462583  0.11
H: -2.119256 -3.412829 4.134787  0.11
H: -2.393433 -1.688645 3.957164  0.10
H: -3.529800 -2.930978 2.136386  0.11
H: -2.014429 -3.707807 1.699499  0.14

Atoms 1-6, force components in eV/Å:
C 0.0 0.0 0.0
N -0.1 0.1 0.0
C 0.0 0.0 0.0
C 0.0 -0.1 0.1
O 0.0 0.0 0.0
C 0.0 0.0 -0.1

Summary:
Energy relative to the best compared isomer or geometry (same formula, charge and spin), eV: 0.284
HOMO-LUMO gap, eV: 9.757
HOMO, Ha: -0.343
Multiplicity: 1
SMILES: CN(CC1(O)CN(C(=O)C[C@@H]2C[C@@H](O)C2(C)C)C1)C(=O)C1(Cl)CCCCC1

***

A single C20H33ClN2O4 molecule. Source: OMol25; level of theory: ωB97M-V with the def2-TZVPD basis set.

Each line ends with the Löwdin charge.
Cartesian coordinates (Å):
C: 0.874565 2.666830 5.794633  -0.02
N: 0.281922 1.539187 5.077513  -0.06
C: -0.557635 1.847265 3.937151  -0.12
C: 0.140875 2.553210 2.779465  -0.43
O: 0.360546 3.896860 3.134633  0.01
C: 1.334983 1.775825 2.171597  -0.04
N: 0.470371 1.426469 1.047245  -0.01
C: 0.513573 0.312592 0.275035  -0.48
O: 1.481181 -0.427644 0.273475  0.06
C: -0.733878 0.033417 -0.535655  -0.06
C: -1.623464 -0.943075 0.222927  -0.25
C: -1.215860 -2.429123 0.302437  -0.06
C: -2.696515 -2.808087 0.168474  -0.30
O: -3.220580 -3.048235 1.466072  -0.03
C: -2.985554 -1.380335 -0.388947  -0.46
C: -4.209959 -0.660053 0.139725  -0.03
C: -2.976176 -1.404192 -1.910865  -0.04
C: -0.623276 2.308139 1.448261  -0.04
C: 0.511369 0.310387 5.629416  -0.44
O: 1.252171 0.207385 6.591886  0.07
C: -0.209164 -0.963388 5.124387  -0.62
Cl: 0.192096 -1.218114 3.366585  0.82
C: -1.726292 -0.871067 5.326122  -0.17
C: -2.454020 -2.161490 4.959029  -0.20
C: -1.889092 -3.352005 5.726313  -0.20
C: -0.384592 -3.471134 5.505104  -0.20
C: 0.334661 -2.178554 5.877437  -0.20
H: 0.804680 2.492589 6.865645  0.09
H: 1.928707 2.791735 5.541994  0.10
H: 0.342021 3.572004 5.519454  0.08
H: -0.969857 0.929195 3.539504  0.07
H: -1.390476 2.488523 4.250177  0.15
H: 0.879681 4.323080 2.444437  0.10
H: 2.170662 2.421461 1.885734  0.13
H: 1.708938 0.923394 2.735612  0.09
H: -1.277688 0.958738 -0.745762  0.12
H: -0.416473 -0.398128 -1.484970  0.13
H: -1.804387 -0.569375 1.236039  0.12
H: -0.622475 -2.739035 -0.557313  0.12
H: -0.731369 -2.772692 1.213196  0.09
H: -2.945769 -3.634575 -0.505521  0.15
H: -4.173216 -3.167677 1.396706  0.10
H: -5.133560 -1.107529 -0.239094  0.09
H: -4.237197 -0.680564 1.230136  0.08
H: -4.202320 0.385657 -0.179719  0.09
H: -3.878848 -1.893687 -2.283882  0.09
H: -2.949799 -0.393185 -2.323476  0.09
H: -2.116761 -1.949488 -2.305491  0.09
H: -1.605121 1.837290 1.535860  0.12
H: -0.704655 3.206838 0.829995  0.13
H: -1.869810 -0.657920 6.392230  0.14
H: -2.153165 -0.030202 4.781875  0.10
H: -3.518125 -2.037914 5.173697  0.11
H: -2.368799 -2.339072 3.883500  0.09
H: -2.087981 -3.221491 6.796356  0.12
H: -2.392934 -4.270439 5.418855  0.11
H: 0.025273 -4.285727 6.105393  0.11
H: -0.187178 -3.720227 4.459507  0.10
H: 1.407501 -2.253931 5.705752  0.12
H: 0.204491 -1.975102 6.942304  0.13

Atoms 1-6, force components in eV/Å:
C 0.0 0.0 0.0
N 0.0 0.0 0.0
C 0.0 0.0 0.0
C 0.0 0.0 0.0
O 0.0 0.0 0.0
C 0.0 0.0 0.0

Summary:
Energy relative to the best compared isomer or geometry (same formula, charge and spin), eV: 0.000
HOMO-LUMO gap, eV: 9.766
HOMO, Ha: -0.342
Multiplicity: 1
SMILES: CN(CC1(O)CN(C(=O)C[C@@H]2C[C@@H](O)C2(C)C)C1)C(=O)C1(Cl)CCCCC1

***

What is the multiplicity in the second record?
1